[1]
O4S2 | ωB97M-V/def2-TZVPD

Properties
HOMO-LUMO gap (alpha / beta): 0.2108 / 0.2117 Eh
LUMO level (alpha / beta): 6.50 / 6.50 eV
Charge: -2
HOMO (alpha / beta): 0.76 / 0.73 eV

Each line ends with the Mulliken charge.
CARTESIAN COORDINATES (ANGSTROEM)
O -2.522 1.252 0.544  -0.915
O 1.695 1.207 -0.724  -0.602
S -0.930 -0.217 -0.546  0.246
O 1.821 -0.971 0.436  -0.576
S 1.128 0.354 0.369  0.385
O -1.192 -1.626 -0.078  -0.538


[2]
O4S4 | ωB97M-V/def2-TZVPD

Properties
HOMO-LUMO gap: 0.2390 Eh
SMILES: O=S(=O)([S-])S(=O)(=O)[S-]
LUMO level: 5.59 eV
Charge: -2
HOMO: -0.91 eV

Each line ends with the Mulliken charge.
CARTESIAN COORDINATES (ANGSTROEM)
S 2.780 -0.578 0.399  -0.624
S -1.061 -0.456 -0.069  0.826
S -2.690 0.641 0.118  -0.576
O 1.079 1.661 0.868  -0.609
O -1.138 -1.038 -1.381  -0.547
S 1.000 0.453 -0.028  0.768
O -0.884 -1.366 1.096  -0.620
O 1.011 0.715 -1.541  -0.619


[3]
O8P2Rb7 | ωB97M-V/def2-TZVPD

Properties
HOMO-LUMO gap: 0.0605 Eh
LUMO level: -4.64 eV
Charge: +1
HOMO: -6.29 eV

Each line ends with the Mulliken charge.
CARTESIAN COORDINATES (ANGSTROEM)
O 0.835 -2.748 0.166  -0.791
Rb 4.003 -1.505 -1.144  0.534
O 1.716 -0.584 0.956  -0.762
O -1.874 4.428 -0.677  -0.601
Rb -0.567 0.657 -2.617  0.950
Rb -0.912 0.239 2.720  0.897
Rb 2.669 -3.258 1.992  0.336
Rb -2.618 -2.449 0.087  1.031
P -2.367 3.211 0.111  0.585
P 0.765 -1.254 -0.183  0.646
Rb 1.002 -3.653 -2.495  0.934
O -3.899 3.056 0.437  -0.433
O -2.134 1.892 -0.644  -0.351
O -0.594 -0.510 0.028  -1.046
O -1.622 3.371 1.445  -0.578
O 1.139 -1.171 -1.713  -1.021
Rb 4.457 0.278 1.532  0.672